95
Properties=species:S:1:pos:R:3:forces:R:3:lowdin_charge:R:1 method="wB97M-V/def2-TZVPD" charge=-1 largest_force_ev_per_a=0.65 e_tot_ev=-40929.4366 gap_ev=6.886 e_lumo_ev=1.794
C 0.292 0.261 0.700 0.0 0.0 -0.1 -0.13
C 0.319 -1.046 -0.087 0.0 0.0 0.0 -0.27
C -0.275 -2.234 0.687 0.0 0.0 0.1 -0.22
C -1.127 -3.207 -0.155 0.0 -0.1 -0.1 -0.23
C -2.580 -3.336 0.314 -0.1 0.0 0.0 -0.17
B -3.653 -4.159 -0.665 0.2 0.1 0.2 -0.55
C -2.900 -4.952 -1.930 0.1 -0.1 -0.3 -0.16
C -2.103 -6.122 -1.526 -0.2 0.2 0.6 -0.35
O -0.939 -6.363 -1.771 0.3 0.0 -0.2 -0.02
C -4.819 -3.163 -1.289 0.0 0.0 0.0 -0.19
C -6.226 -3.374 -0.718 -0.1 0.0 0.1 -0.25
C -6.329 -2.917 0.738 0.2 -0.1 0.0 -0.20
C -7.736 -2.880 1.373 -0.1 0.0 0.0 -0.17
C -8.912 -2.982 0.421 -0.1 0.0 -0.1 -0.25
O -9.067 -1.752 -0.275 0.2 0.1 0.0 -0.16
C -9.523 -1.843 -1.606 -0.1 -0.2 0.2 -0.31
C -8.983 -0.668 -2.387 0.0 0.1 0.0 -0.08
H 0.878 0.188 1.621 0.0 0.0 0.0 0.07
H 0.681 1.096 0.109 0.0 0.0 0.0 0.05
H -0.733 0.514 0.981 0.0 0.0 0.0 0.07
H 1.353 -1.263 -0.376 0.0 0.0 -0.1 0.10
H -0.233 -0.916 -1.022 0.0 0.0 0.1 0.10
H 0.539 -2.780 1.176 0.0 0.0 0.1 0.10
H -0.899 -1.842 1.499 0.0 0.0 0.0 0.09
H -1.109 -2.886 -1.203 0.0 0.0 0.0 0.10
H -0.658 -4.195 -0.149 0.0 0.0 -0.1 0.10
H -2.958 -2.318 0.499 0.0 0.0 0.0 0.08
H -2.552 -3.806 1.306 0.0 0.0 0.1 0.06
H -4.204 -5.042 0.017 0.0 0.0 -0.1 0.09
H -2.292 -4.305 -2.574 -0.1 0.0 0.0 0.09
H -3.729 -5.350 -2.535 -0.1 0.0 0.1 0.10
H -2.643 -6.806 -0.830 -0.1 -0.1 -0.2 0.11
H -4.553 -2.107 -1.117 0.0 0.0 -0.1 0.08
H -4.877 -3.271 -2.382 0.0 0.0 0.0 0.08
H -6.452 -4.449 -0.765 -0.1 0.0 -0.1 0.11
H -6.984 -2.857 -1.321 0.1 0.0 0.0 0.08
H -5.850 -1.943 0.849 -0.1 0.0 -0.1 0.10
H -5.703 -3.602 1.317 0.1 0.1 0.1 0.10
H -7.839 -3.685 2.110 0.0 0.0 -0.1 0.10
H -7.871 -1.946 1.927 0.1 0.0 0.1 0.11
H -8.763 -3.791 -0.302 0.0 0.0 0.1 0.11
H -9.833 -3.200 0.981 0.0 0.0 0.0 0.11
H -10.624 -1.853 -1.627 0.0 0.0 0.0 0.11
H -9.183 -2.788 -2.050 0.0 0.1 0.0 0.11
H -7.901 -0.739 -2.491 0.0 0.0 0.0 0.07
H -9.433 -0.633 -3.381 0.0 0.0 0.0 0.07
H -9.216 0.262 -1.865 0.0 0.0 0.0 0.07
C 2.716 3.609 0.685 0.0 0.0 0.0 -0.06
C 3.954 2.734 0.801 0.0 0.0 0.0 -0.50
C 4.656 2.563 -0.536 0.0 -0.1 0.0 -0.07
O 3.639 1.471 1.380 0.0 0.0 -0.1 -0.05
H 1.997 3.154 -0.001 0.0 0.0 0.0 0.07
H 2.234 3.722 1.656 0.0 0.0 0.0 0.08
H 2.970 4.598 0.301 0.0 0.0 0.0 0.08
H 4.647 3.186 1.516 0.0 0.0 0.0 0.13
H 3.984 2.079 -1.251 0.0 0.0 0.0 0.09
H 5.541 1.936 -0.417 0.0 0.0 0.0 0.07
H 4.969 3.519 -0.956 0.0 0.0 0.0 0.07
H 3.010 1.022 0.801 0.0 0.0 0.1 0.06
C -4.959 -2.110 5.801 0.0 0.0 0.0 -0.07
C -4.758 -2.720 4.421 -0.1 -0.1 0.0 -0.51
C -3.519 -3.596 4.353 0.0 0.1 0.0 -0.05
O -4.735 -1.713 3.417 0.0 0.2 0.1 -0.05
H -4.105 -1.474 6.057 0.0 0.0 0.0 0.08
H -5.861 -1.497 5.820 0.0 0.0 0.0 0.07
H -5.043 -2.884 6.566 0.0 0.0 0.0 0.07
H -5.634 -3.322 4.166 0.0 0.0 0.0 0.13
H -2.625 -3.001 4.562 0.0 0.0 0.0 0.08
H -3.416 -4.023 3.357 0.0 0.0 0.0 0.07
H -3.568 -4.404 5.086 0.0 0.0 0.0 0.08
H -3.963 -1.152 3.555 0.0 -0.1 0.0 0.09
C 8.929 2.757 -4.309 -0.1 0.0 0.0 -0.06
C 8.605 3.428 -2.984 0.1 0.0 0.0 -0.51
C 9.662 3.141 -1.931 0.0 0.0 0.0 -0.06
O 7.309 3.061 -2.521 0.0 0.0 0.0 -0.06
H 8.972 1.672 -4.181 0.0 0.0 0.0 0.08
H 8.163 2.983 -5.050 0.0 0.0 0.0 0.08
H 9.895 3.090 -4.691 0.0 0.0 0.0 0.08
H 8.538 4.507 -3.136 0.0 0.0 0.0 0.12
H 9.721 2.065 -1.741 0.0 0.0 0.0 0.08
H 9.409 3.637 -0.993 0.0 0.0 0.0 0.07
H 10.644 3.486 -2.256 0.0 0.0 0.0 0.08
H 7.301 2.109 -2.363 0.0 0.0 0.0 0.09
C 9.498 8.341 0.444 0.0 0.0 0.0 -0.06
C 9.362 7.594 -0.873 0.0 0.0 0.0 -0.50
C 8.036 6.863 -0.983 0.0 -0.1 0.0 -0.06
O 10.455 6.694 -1.062 0.0 0.0 0.0 -0.06
H 9.442 7.639 1.281 0.0 0.0 0.0 0.08
H 10.456 8.859 0.494 0.0 0.0 0.0 0.08
H 8.697 9.072 0.566 0.0 0.0 0.0 0.08
H 9.456 8.303 -1.699 0.0 0.0 0.0 0.14
H 7.950 6.113 -0.192 0.0 0.0 0.0 0.09
H 7.959 6.352 -1.942 0.0 0.0 0.0 0.07
H 7.193 7.549 -0.887 0.0 0.0 0.0 0.08
H 10.419 6.037 -0.357 0.0 0.0 0.0 0.08